[1]
9
Properties=species:S:1:pos:R:3 method="wB97M-V/def2-TZVPD" e_tot_ev=-8167.2644 charge=-2 e_above_lowest_ev=2.353 homo_lumo_gap_ev="4.8 / 4.6"
C 0.257 -0.286 0.213
H -1.587 0.164 1.265
N -1.675 0.825 0.410
H 0.570 -0.195 1.219
N 1.425 -0.101 -0.482
H -0.105 -1.316 0.007
O 2.288 0.860 -0.048
H 1.293 -0.018 -1.551
O -2.511 0.236 -0.487

[2]
96
Properties=species:S:1:pos:R:3 method="wB97M-V/def2-TZVPD" e_tot_ev=-96249.6113 e_above_lowest_ev=0.000 homo_lumo_gap_ev=8.4
O -6.317 1.774 1.380
O -4.172 5.415 3.925
H 3.485 2.659 -0.183
S 8.319 -3.981 -0.103
H 8.359 -1.560 2.555
N -5.014 2.301 -1.157
H 2.362 -5.256 -0.585
H 4.003 -6.443 0.802
H 6.429 -2.874 -1.034
C -4.845 4.994 3.006
C 0.954 0.451 1.997
C 7.113 -1.828 0.780
C 1.766 0.947 0.843
C 3.371 -4.839 -0.568
C -0.112 5.343 -0.075
O 7.417 -5.051 0.243
H -2.838 3.772 -1.762
H -2.961 -0.358 -1.148
O -5.433 0.050 -0.830
C -3.132 0.608 -0.689
C 2.887 -3.057 1.074
H 3.335 -2.151 1.472
O 9.369 -4.171 -1.069
H -1.991 -5.279 -0.842
H -4.102 -5.600 0.184
C 2.110 4.254 -0.596
C -4.164 -5.560 -0.905
C -5.257 -4.564 -1.319
H -6.001 3.819 -3.847
H 2.602 -2.852 -1.070
C -6.050 2.945 1.535
C -2.838 -5.047 -1.481
H 7.939 -1.946 -1.233
H 9.158 -1.178 1.036
O 4.553 -4.042 2.888
H 2.786 4.660 -1.341
H -0.204 4.819 0.869
H 0.454 6.255 0.084
S -3.005 -3.262 -1.598
O -2.961 -2.885 -2.988
H 4.284 -2.881 -0.561
H 2.252 4.762 0.351
O 2.509 0.239 0.196
H -7.927 3.588 2.538
H 0.867 1.212 2.761
C -4.872 3.624 0.918
F -2.637 6.322 1.856
H -6.187 -4.736 -0.781
C 3.301 -3.318 -0.377
O -4.646 1.605 -3.309
H -4.670 -2.974 0.046
C -1.491 5.772 -0.603
C -2.663 4.995 -0.075
C -5.219 3.885 -3.105
H -2.659 -5.424 -2.486
H 10.079 -3.342 1.363
C -6.875 3.795 2.431
H 0.724 5.049 -2.023
H -2.507 1.330 -1.206
C -4.695 -3.176 -1.024
H 6.766 -0.807 0.622
H -4.329 4.228 -3.622
C 8.995 -3.302 1.417
H 1.456 -0.423 2.379
H -4.379 -6.567 -1.258
H 5.201 -5.143 0.569
H -2.868 0.521 0.359
H -5.463 -4.662 -2.387
O 1.611 2.267 0.609
H 8.639 -3.922 2.237
C 4.140 -5.377 0.637
H -5.466 4.630 -2.358
H 1.806 -3.014 1.182
C 7.344 -2.547 -0.546
H -1.648 6.816 -0.350
H -6.832 5.412 3.819
C 0.663 4.506 -1.085
C -6.302 4.770 3.134
C -4.367 3.303 -0.346
C -4.912 2.526 -2.555
H -0.039 0.189 1.642
H -5.209 -2.371 -1.540
C 2.443 2.793 -0.445
O -2.131 -2.631 -0.634
S 3.476 -4.464 2.023
H 0.132 3.574 -1.257
C -4.276 4.634 1.665
C 8.460 -1.867 1.516
H 6.355 -2.356 1.365
H 2.214 2.275 -1.370
H -1.538 5.702 -1.686
H 3.862 -5.108 -1.503
C -4.590 0.913 -0.877
C -3.256 3.995 -0.794
O 2.337 -5.176 2.552
C -3.185 5.320 1.163

[3]
13
Properties=species:S:1:pos:R:3 method="wB97M-V/def2-TZVPD" e_tot_ev=-7794.4067 e_above_lowest_ev=5.238 homo_lumo_gap_ev=9.9
O 1.919 1.279 0.370
H -0.515 -1.924 -0.541
H -0.023 1.071 -1.329
N 1.287 -0.196 -0.212
C -0.695 -0.851 -0.535
H -1.790 0.774 0.251
H 0.646 -0.327 -2.247
H 0.009 0.854 1.151
H 1.373 -0.077 1.869
C 0.284 0.020 -1.267
H -2.005 -0.828 1.143
C 1.032 0.485 1.002
C -1.524 -0.278 0.344